Below is a 2-piece molecular cluster, C6H15N overall at a distorted geometry, with properties calculated with ωB97M-V/def2-TZVPD.

```
22
Properties=species:S:1:pos:R:3:forces:R:3
N 3.692 0.596 0.205 -1.2 -1.5 3.5
C -2.169 -0.055 1.056 -1.3 -0.6 -3.2
C -1.976 -1.142 -0.183 -2.2 0.6 2.3
C 3.000 -0.729 0.157 -2.6 1.9 2.7
C -1.863 1.225 0.116 2.6 -0.4 5.1
C -0.701 0.799 -0.837 -1.4 0.3 1.0
C -0.585 -0.745 -0.586 2.3 -0.1 -1.7
H -3.225 -0.204 1.334 0.2 0.7 0.1
H -1.587 -0.173 1.987 0.3 0.0 -0.9
H -2.618 1.493 -0.501 -3.0 0.8 -1.1
H 3.238 -1.316 1.083 0.2 0.3 -1.1
H -2.785 -0.716 -0.920 1.6 -1.3 1.0
H 1.822 -0.610 0.209 2.5 -0.1 -0.2
H -1.603 2.084 0.874 -0.4 -1.2 -1.9
H -1.103 1.058 -1.863 1.3 -0.4 0.9
H 0.185 -0.916 0.255 -1.6 0.0 -1.3
H 3.162 1.111 0.964 1.2 -0.3 -1.5
H 3.645 1.067 -0.643 -0.4 1.0 -1.6
H 0.089 1.448 -0.443 0.7 -0.6 -1.1
H 3.167 -1.221 -0.734 0.8 -1.3 -1.7
H -0.158 -1.197 -1.561 -0.7 0.3 1.6
H -2.300 -2.201 0.186 1.1 1.7 -1.1
```
Forces are in eV/Å.

Output
orbital gap: 0.370 Ha
ΔE to the lowest compared entry with this formula, charge and spin: 2.773 eV
structure (SMILES): C1CCCC1.CN

=====

Below is one molecule with the formula C6H15N at a distorted geometry, with properties calculated with ωB97M-V/def2-TZVPD.

```
22
Properties=species:S:1:pos:R:3:forces:R:3
N -0.498 2.487 1.018 0.9 -3.4 -0.2
C 0.401 0.700 -0.510 2.3 -1.3 -1.2
C 0.496 -0.746 -1.155 0.4 1.4 -0.6
C -2.094 1.080 -0.307 -2.4 1.6 -0.2
C -0.748 1.016 0.362 -1.5 2.1 3.0
C 1.598 -1.928 0.810 1.3 0.6 1.8
C 0.454 -1.806 -0.103 -2.7 -0.8 -0.8
H -2.372 0.143 -0.841 0.2 0.8 0.1
H -0.224 -0.819 -2.057 0.9 -0.2 1.7
H 1.526 -0.828 -1.557 -0.5 0.3 -0.3
H 1.780 -1.028 1.515 -0.4 -1.4 -1.2
H -2.213 2.022 -0.942 0.7 -1.4 0.0
H 1.349 0.844 0.133 -1.2 0.0 -1.3
H 2.514 -2.121 0.243 0.1 0.0 0.2
H 1.367 -2.807 1.439 0.5 0.4 0.0
H -2.972 1.366 0.386 1.5 -1.0 -0.4
H -0.091 2.914 0.194 0.3 0.7 0.1
H -0.446 -1.642 0.502 -0.1 -0.2 -0.1
H -0.885 0.365 1.288 0.7 0.5 -1.3
H 0.292 -2.773 -0.613 0.1 0.2 0.3
H 0.328 2.253 1.648 -1.2 0.8 -1.0
H 0.438 1.307 -1.452 0.0 0.4 1.2
```
Forces are in eV/Å.

Output
orbital gap: 0.395 Ha
ΔE to the lowest compared entry with this formula, charge and spin: 1.479 eV
structure (SMILES): CCCC[C@H](C)N

=====

Below is one molecule with the formula C6H15N at a distorted geometry, with properties calculated with ωB97M-V/def2-TZVPD.

```
22
Properties=species:S:1:pos:R:3:forces:R:3
N -0.031 -0.038 0.106 1.2 0.6 2.4
C -0.727 0.845 -0.736 0.2 2.0 -3.0
C 1.312 0.413 0.502 0.3 -0.4 -3.1
C 1.314 1.782 1.149 -1.2 3.7 0.1
C -0.762 -0.933 1.007 0.7 -0.3 -5.2
C -0.981 0.137 -2.156 -2.4 -2.1 0.8
C -0.091 -2.275 0.583 -2.3 -0.5 0.6
H 1.250 1.847 2.240 0.7 -0.8 0.1
H 0.309 2.481 1.014 2.3 -2.0 -0.6
H -1.907 0.278 -2.709 -0.2 2.0 -0.1
H -1.820 -0.632 0.829 0.3 -1.6 -0.3
H -0.660 -0.898 1.990 1.0 1.4 4.7
H -0.307 -2.311 -0.449 -0.1 -0.5 -1.3
H 0.036 1.795 -1.056 -2.4 -2.4 1.2
H 1.822 0.377 -0.585 -0.3 0.8 2.5
H -1.308 -0.963 -2.177 1.2 0.7 1.4
H 1.005 -2.320 0.659 -0.5 0.3 0.6
H -0.197 0.130 -2.861 1.2 0.5 -0.5
H 1.909 -0.329 1.070 -0.8 0.3 -0.1
H 2.170 2.459 0.801 -1.1 -1.0 0.6
H -0.626 -3.104 1.066 0.7 -0.3 0.0
H -1.711 1.258 -0.284 1.5 -0.5 -0.8
```
Forces are in eV/Å.

Output
orbital gap: 0.323 Ha
ΔE to the lowest compared entry with this formula, charge and spin: 3.912 eV
structure (SMILES): CCN(CC)CC

=====

Below is one molecule with the formula C6H15N at a distorted geometry, with properties calculated with ωB97M-V/def2-TZVPD.

```
22
Properties=species:S:1:pos:R:3:forces:R:3
N -0.179 -0.931 -0.758 -0.2 0.7 -0.4
C 1.289 0.810 0.186 -0.5 1.8 0.0
C 0.965 1.811 -0.955 -0.2 -0.2 0.4
C 1.550 1.579 1.485 0.7 -1.2 0.7
C 0.142 -0.155 0.426 1.2 -1.3 0.2
C -1.089 -2.035 -0.517 0.3 0.0 -0.1
C -2.520 -1.540 -0.424 0.0 0.1 0.5
H 0.473 2.712 -0.585 0.0 0.0 0.2
H -0.762 -2.569 0.391 -0.4 -0.2 0.0
H -2.580 -0.715 0.285 -0.1 0.1 0.0
H 0.494 -0.873 1.196 -0.2 0.3 0.2
H -1.030 -2.722 -1.360 0.2 -0.1 0.0
H 1.869 2.134 -1.464 0.1 0.0 -0.2
H 2.224 0.322 -0.089 -0.1 -0.5 0.1
H 0.693 2.122 1.878 -0.1 0.3 -0.4
H 2.443 2.193 1.429 -0.1 0.5 -0.2
H 0.272 1.342 -1.644 0.1 0.0 -0.4
H 1.803 0.860 2.283 -0.1 0.0 -0.1
H -3.195 -2.310 -0.048 0.0 -0.1 -0.2
H 0.697 -1.218 -1.172 -0.1 -0.3 -0.1
H -2.856 -1.180 -1.394 -0.1 0.0 0.0
H -0.704 0.362 0.854 -0.4 0.2 -0.2
```
Forces are in eV/Å.

Output
orbital gap: 0.362 Ha
ΔE to the lowest compared entry with this formula, charge and spin: 0.601 eV
structure (SMILES): CCNCC(C)C